Record 1
A structure of composition C41H46N5PtS, computed with wB97M-V/def2-TZVPD.

Atoms and positions in Å:
1 Pt 0.020 0.086 -0.099
2 N 3.465 1.139 -2.440
3 C 4.075 -0.032 -2.011
4 C 5.295 -0.616 -2.334
5 C 5.559 -1.844 -1.763
6 C 4.634 -2.478 -0.920
7 C 3.427 -1.894 -0.601
8 C 3.161 -0.632 -1.135
9 N 2.062 0.202 -1.009
10 C 2.256 1.199 -1.838
11 C 1.154 2.120 -2.097
12 C 1.121 3.282 -2.799
13 S -0.458 3.942 -2.764
14 C -0.986 2.626 -1.826
15 N -0.068 1.750 -1.557
16 H 3.816 1.774 -3.134
17 H 5.995 -0.141 -3.011
18 H 6.494 -2.344 -1.987
19 H 4.875 -3.455 -0.519
20 H 2.710 -2.398 0.036
21 H 1.930 3.787 -3.306
22 H -2.012 2.522 -1.496
23 C -0.763 -3.170 -3.504
24 C -0.552 -1.756 -2.949
25 C 0.399 -0.959 -3.852
26 C -1.877 -1.031 -2.784
27 C -2.648 -0.765 -3.910
28 C -3.883 -0.152 -3.798
29 C -4.365 0.212 -2.554
30 C -3.631 -0.020 -1.391
31 C -4.205 0.420 -0.060
32 C -5.494 -0.341 0.269
33 C -4.470 1.930 -0.060
34 C -2.392 -0.655 -1.526
35 N -1.595 -1.043 -0.385
36 C -1.829 -2.178 0.196
37 C -1.099 -2.771 1.268
38 C -1.458 -4.077 1.658
39 C -0.934 -4.655 2.783
40 C -0.064 -3.901 3.581
41 C 0.316 -2.626 3.244
42 C -0.145 -2.027 2.038
43 N 0.176 -0.779 1.681
44 C 0.758 0.146 2.622
45 C 2.138 0.240 2.914
46 C 2.553 1.114 3.914
47 C 1.655 1.887 4.623
48 C 0.311 1.801 4.331
49 C -0.154 0.949 3.336
50 C -1.643 0.918 3.068
51 C -2.439 0.509 4.310
52 C -2.096 2.283 2.545
53 C 3.200 -0.575 2.221
54 C 3.863 -1.600 3.148
55 C 4.288 0.334 1.628
56 H 0.178 -3.723 -3.498
57 H -1.128 -3.138 -4.534
58 H -1.492 -3.726 -2.909
59 H -0.080 -1.856 -1.976
60 H -0.010 -0.857 -4.859
61 H 1.364 -1.467 -3.934
62 H 0.560 0.050 -3.463
63 H -2.284 -1.056 -4.889
64 H -4.478 0.034 -4.684
65 H -5.338 0.683 -2.481
66 H -3.481 0.193 0.722
67 H -6.277 -0.127 -0.461
68 H -5.869 -0.053 1.253
69 H -5.327 -1.420 0.271
70 H -5.186 2.202 -0.836
71 H -3.550 2.492 -0.236
72 H -4.887 2.251 0.895
73 H -2.666 -2.751 -0.197
74 H -2.184 -4.615 1.056
75 H -1.215 -5.658 3.074
76 H 0.323 -4.332 4.497
77 H 0.966 -2.067 3.900
78 H 3.609 1.184 4.148
79 H 2.003 2.553 5.404
80 H -0.394 2.405 4.889
81 H -1.830 0.171 2.298
82 H -2.327 1.235 5.117
83 H -2.113 -0.463 4.683
84 H -3.504 0.443 4.073
85 H -1.886 3.070 3.270
86 H -3.169 2.290 2.353
87 H -1.572 2.537 1.618
88 H 2.706 -1.115 1.431
89 H 4.382 -1.100 3.971
90 H 4.604 -2.178 2.589
91 H 3.144 -2.299 3.575
92 H 4.851 0.822 2.424
93 H 3.862 1.122 0.998
94 H 4.999 -0.249 1.038

F_max: 1.43 eV Å⁻¹
LUMO level: -2.9 eV
DFT total energy: -64793.033 eV
HOMO energy: -0.3556 hartree
Net charge: +1
Kohn-Sham gap: 6.8 eV

Record 2
A structure of composition C41H47Cl2CrN8O5P2S2, computed with wB97M-V/def2-TZVPD.

Atoms and positions in Å:
1 Cr -0.738 0.340 -0.650
2 S -1.569 2.643 0.900
3 C -2.772 1.496 0.796
4 N -2.703 0.467 -0.044
5 C -3.881 -0.260 -0.096
6 C -4.198 -1.295 -0.976
7 C -5.448 -1.887 -0.906
8 C -6.406 -1.455 0.006
9 C -6.128 -0.399 0.859
10 C -4.872 0.181 0.800
11 S -4.283 1.554 1.704
12 H -3.475 -1.614 -1.710
13 H -5.684 -2.692 -1.590
14 H -7.377 -1.931 0.036
15 H -6.872 -0.015 1.544
16 C 3.340 -1.370 4.334
17 N 2.889 -0.232 3.556
18 C 3.938 0.683 3.128
19 P 1.320 0.124 3.251
20 O 1.029 0.955 2.095
21 O 0.699 -1.422 3.067
22 P -0.069 -2.077 1.813
23 O -0.705 -1.105 0.890
24 N 1.084 -3.104 1.205
25 C 2.158 -2.404 0.487
26 C 0.661 -4.334 0.534
27 N -1.242 -3.033 2.491
28 C -0.827 -3.846 3.630
29 C -2.553 -2.406 2.666
30 N 0.597 0.642 4.643
31 C -0.811 1.006 4.547
32 C 1.032 0.237 5.965
33 H 3.896 -1.038 5.217
34 H 4.007 -1.993 3.731
35 H 2.495 -1.978 4.649
36 H 4.399 1.182 3.987
37 H 3.513 1.424 2.454
38 H 4.710 0.122 2.594
39 H 2.379 -1.457 0.981
40 H 1.876 -2.187 -0.548
41 H 3.055 -3.026 0.492
42 H -0.267 -4.689 0.975
43 H 1.443 -5.086 0.665
44 H 0.517 -4.179 -0.539
45 H 0.189 -4.205 3.469
46 H -1.495 -4.704 3.726
47 H -0.853 -3.279 4.567
48 H -2.769 -1.776 1.806
49 H -2.600 -1.796 3.575
50 H -3.315 -3.185 2.731
51 H -1.029 1.307 3.522
52 H -1.013 1.851 5.207
53 H -1.468 0.174 4.830
54 H 2.118 0.205 6.007
55 H 0.634 -0.744 6.258
56 H 0.686 0.980 6.685
57 N 1.160 5.374 -3.929
58 C 0.335 4.635 -3.624
59 C -0.660 3.660 -3.301
60 C -1.857 3.579 -4.012
61 C -2.702 2.525 -3.717
62 C -2.323 1.587 -2.778
63 N -1.196 1.688 -2.058
64 C -0.400 2.731 -2.302
65 H -2.107 4.310 -4.768
66 H -3.646 2.410 -4.230
67 H -2.937 0.716 -2.601
68 H 0.479 2.832 -1.677
69 C -0.734 -3.286 -3.901
70 C -0.349 -2.003 -4.264
71 C -0.421 -0.969 -3.341
72 C -0.870 -1.170 -2.033
73 C -1.246 -2.471 -1.697
74 C -1.183 -3.517 -2.611
75 H -0.672 -4.099 -4.614
76 H 0.016 -1.804 -5.264
77 H -0.097 0.020 -3.646
78 H -1.607 -2.681 -0.695
79 H -1.488 -4.514 -2.313
80 Cl 5.048 -2.782 -3.798
81 C 5.013 -2.243 -5.446
82 C 5.214 -3.190 -6.435
83 C 5.093 -2.850 -7.770
84 C 4.748 -1.554 -8.115
85 C 4.567 -0.611 -7.125
86 Cl 4.123 1.011 -7.579
87 C 4.716 -0.901 -5.757
88 N 4.471 0.077 -4.818
89 C 5.162 0.297 -3.603
90 C 6.527 0.050 -3.504
91 C 7.204 0.339 -2.331
92 C 6.519 0.901 -1.266
93 C 5.158 1.150 -1.368
94 C 4.451 0.826 -2.519
95 C 2.961 1.021 -2.663
96 C 2.146 1.196 -1.372
97 O 2.415 2.104 -0.594
98 O 1.154 0.379 -1.292
99 H 5.442 -4.207 -6.147
100 H 5.248 -3.591 -8.540
101 H 4.622 -1.266 -9.149
102 H 4.000 0.890 -5.182
103 H 7.058 -0.358 -4.355
104 H 8.266 0.145 -2.258
105 H 7.043 1.150 -0.352
106 H 4.625 1.612 -0.552
107 H 2.544 0.185 -3.226
108 H 2.779 1.940 -3.237

F_max: 1.49 eV Å⁻¹
LUMO level (alpha / beta): -0.3 / -0.4 eV
DFT total energy: -159160.411 eV
Expectation value of S²: 3.808
HOMO energy (alpha / beta): -0.2775 / -0.2787 hartree
Spin multiplicity: 4
Net charge: 0
Kohn-Sham gap (alpha / beta): 7.3 / 7.1 eV
Relative energy (zero: lowest compared OMol25 entry of this formula, charge and spin): 67.32 kJ/mol

Record 3
A structure of composition C41H47N5O5SiSn, computed with wB97M-V/def2-TZVPD.

Atoms and positions in Å:
1 Sn 0.024 -0.308 -0.151
2 C -3.237 -1.641 2.833
3 C -3.569 -0.342 2.161
4 C -4.900 -0.011 1.938
5 C -5.256 1.185 1.341
6 C -4.270 2.052 0.909
7 C -2.929 1.746 1.070
8 C -1.903 2.743 0.628
9 C -2.577 0.559 1.730
10 N -1.218 0.250 1.892
11 C -0.654 0.186 3.041
12 C -1.331 0.603 4.304
13 C 0.720 -0.355 3.141
14 C 1.363 -0.339 4.487
15 N 1.311 -0.784 2.084
16 C 2.441 -1.579 2.100
17 C 2.455 -2.781 2.854
18 C 1.252 -3.339 3.536
19 C 3.631 -3.516 2.914
20 C 4.776 -3.109 2.257
21 C 4.727 -1.989 1.435
22 C 3.571 -1.243 1.316
23 C 3.550 -0.098 0.351
24 H -3.995 -2.387 2.603
25 H -3.226 -1.520 3.918
26 H -2.271 -2.035 2.521
27 H -5.675 -0.688 2.264
28 H -6.295 1.440 1.213
29 H -4.535 2.992 0.450
30 H -2.310 3.385 -0.149
31 H -0.997 2.262 0.248
32 H -1.636 3.381 1.469
33 H -2.275 1.099 4.092
34 H -0.694 1.283 4.865
35 H -1.531 -0.258 4.942
36 H 1.442 0.692 4.829
37 H 2.359 -0.772 4.448
38 H 0.770 -0.877 5.222
39 H 0.337 -2.827 3.253
40 H 1.367 -3.307 4.619
41 H 1.148 -4.388 3.261
42 H 3.640 -4.425 3.496
43 H 5.687 -3.676 2.348
44 H 5.607 -1.702 0.876
45 H 4.564 0.153 0.054
46 H 3.075 0.786 0.769
47 H 2.994 -0.389 -0.550
48 C -3.679 0.632 -2.138
49 C -3.265 -0.744 -1.786
50 N -2.240 -1.080 -1.032
51 C -2.256 -2.446 -0.923
52 C -3.313 -2.947 -1.636
53 N -3.938 -1.848 -2.172
54 C -3.557 -4.348 -2.136
55 O -4.651 -4.973 -1.736
56 O -2.793 -4.806 -2.932
57 C -1.305 -3.145 0.005
58 O -1.598 -4.229 0.449
59 O -0.259 -2.463 0.311
60 H -2.867 1.325 -1.928
61 H -4.542 0.922 -1.538
62 H -3.958 0.703 -3.188
63 H -4.756 -1.867 -2.765
64 H -5.128 -4.561 -1.005
65 C 4.266 3.588 0.313
66 Si 2.358 3.500 0.119
67 C 1.639 2.980 1.804
68 C 1.701 5.261 -0.283
69 N 1.845 2.392 -1.130
70 C 2.206 2.382 -2.383
71 C 3.127 3.313 -2.976
72 C 3.526 3.213 -4.274
73 C 3.026 2.183 -5.093
74 C 2.110 1.278 -4.601
75 C 1.674 1.355 -3.282
76 O 0.802 0.502 -2.752
77 C 0.218 -0.528 -3.509
78 C 0.645 -1.830 -3.284
79 C 0.006 -2.879 -3.922
80 C -1.060 -2.630 -4.772
81 C -1.473 -1.326 -4.996
82 C -0.837 -0.265 -4.370
83 H 4.592 4.616 0.424
84 H 4.778 3.165 -0.545
85 H 4.589 3.050 1.199
86 H 2.145 3.569 2.563
87 H 1.785 1.930 2.051
88 H 0.583 3.197 1.890
89 H 1.509 5.781 0.649
90 H 0.777 5.229 -0.846
91 H 2.426 5.839 -0.846
92 H 3.498 4.107 -2.349
93 H 4.228 3.921 -4.690
94 H 3.360 2.107 -6.117
95 H 1.729 0.496 -5.242
96 H 1.484 -2.012 -2.625
97 H 0.336 -3.892 -3.755
98 H -1.563 -3.455 -5.252
99 H -2.298 -1.127 -5.663
100 H -1.160 0.752 -4.536

F_max: 2.95 eV Å⁻¹
LUMO level: -8.7 eV
DFT total energy: -74665.253 eV
HOMO energy: -0.4737 hartree
Net charge: +2
Kohn-Sham gap: 4.2 eV

Record 4
A structure of composition C41H48BFeN6P2Se2, computed with wB97M-V/def2-TZVPD.

Atoms and positions in Å:
1 Fe 7.499 7.650 16.041
2 B 9.700 7.425 18.560
3 N 10.125 8.362 17.411
4 C 11.239 9.089 17.375
5 C 11.291 9.705 16.119
6 C 10.101 9.309 15.495
7 N 9.435 8.463 16.301
8 N 8.242 7.741 18.861
9 C 7.714 7.906 20.075
10 C 6.339 7.868 20.038
11 C 6.069 7.629 18.635
12 N 7.209 7.573 17.975
13 H 10.338 7.775 19.461
14 H 9.780 6.305 18.256
15 H 11.936 9.048 18.235
16 H 12.094 10.379 15.902
17 H 9.697 9.658 14.505
18 H 8.248 8.178 20.974
19 H 5.541 7.907 20.778
20 H 5.144 7.614 18.054
21 C 6.363 5.600 13.752
22 C 7.377 4.516 14.143
23 P 7.982 5.121 15.806
24 C 6.899 4.272 17.069
25 C 5.731 3.545 16.830
26 C 5.096 2.905 17.843
27 C 5.494 3.136 19.155
28 C 6.572 3.958 19.471
29 C 7.299 4.471 18.404
30 C 9.601 4.399 16.091
31 C 10.772 5.204 16.048
32 C 11.972 4.626 16.454
33 C 12.048 3.265 16.652
34 C 10.898 2.478 16.619
35 C 9.663 3.020 16.403
36 P 7.209 7.271 13.877
37 C 5.896 8.595 13.956
38 C 3.447 8.434 14.562
39 C 3.171 9.676 15.010
40 C 3.370 10.713 14.038
41 C 5.450 10.867 13.100
42 C 6.486 9.863 13.285
43 C 8.349 7.370 12.494
44 C 7.979 7.029 11.189
45 C 8.931 6.648 10.198
46 C 10.333 6.712 10.543
47 C 10.671 6.992 11.875
48 C 9.696 7.319 12.808
49 H 5.554 5.706 14.464
50 H 5.962 5.453 12.761
51 H 8.255 4.408 13.508
52 H 6.901 3.546 14.267
53 H 5.489 3.461 15.787
54 H 4.299 2.185 17.573
55 H 4.999 2.758 20.051
56 H 6.924 3.967 20.516
57 H 8.260 5.015 18.538
58 H 10.621 6.231 15.763
59 H 12.904 5.206 16.451
60 H 13.034 2.813 16.716
61 H 11.019 1.404 16.735
62 H 8.762 2.464 16.436
63 H 3.201 7.487 14.949
64 H 2.696 9.894 15.959
65 H 2.510 11.337 13.902
66 H 5.567 11.589 12.295
67 H 7.512 10.083 13.497
68 H 6.952 7.173 10.901
69 H 8.657 6.398 9.189
70 H 11.123 6.441 9.859
71 H 11.644 7.019 12.222
72 H 10.106 7.459 13.786
73 C 2.146 3.740 16.701
74 Se 2.623 5.486 17.320
75 C 1.208 5.622 18.565
76 C 1.470 6.648 19.685
77 Se 2.718 6.044 21.075
78 C 2.029 4.214 21.475
79 H 2.790 3.662 15.835
80 H 1.114 3.447 16.374
81 H 2.505 3.123 17.523
82 H 1.098 4.614 18.968
83 H 0.221 5.823 18.098
84 H 0.489 6.929 20.144
85 H 1.867 7.538 19.274
86 H 0.954 4.325 21.763
87 H 2.655 3.834 22.246
88 H 2.078 3.553 20.592
89 N 4.423 7.492 12.336
90 C 4.371 8.538 13.438
91 C 4.158 10.044 12.869
92 C 4.748 11.474 14.427
93 C 5.220 10.910 15.727
94 C 5.800 9.789 16.162
95 N 6.088 8.654 15.463
96 H 4.449 6.607 12.860
97 H 3.488 7.568 11.910
98 H 3.738 10.027 11.819
99 H 4.727 12.508 14.533
100 H 4.950 11.442 16.614
101 H 5.979 9.595 17.244

F_max: 3.66 eV Å⁻¹
LUMO level (alpha / beta): -3.3 / -3.1 eV
DFT total energy: -236559.603 eV
Expectation value of S²: 6.085
HOMO energy (alpha / beta): -0.3664 / -0.3677 hartree
Spin multiplicity: 5
Net charge: +1
Kohn-Sham gap (alpha / beta): 6.7 / 6.9 eV

- Among the records above, which one has the highest DFT total energy?
  C41H46N5PtS

- Look up the F_max of the fourth one.
  3.66 eV Å⁻¹

- Look up the F_max of the third one.
  2.95 eV Å⁻¹

- Among the records above, which one has the lowest DFT total energy?
  C41H48BFeN6P2Se2